Entry 1:
Here is a molecular structure, C36H30Cl4IrNO6S from OMol25. Energies are from the ωB97M-V functional and the def2-TZVPD basis.

ORCA input file:
```
! RIJCOSX wB97M-V def2-TZVPD def2/J DEFGRID3
* xyz 0 5
Ir 0.85483 -0.15144 0.28254
Cl -4.97266 -4.00222 -0.29589
C -3.75024 -2.76978 -0.47824
C -3.94045 -1.73722 -1.45241
Cl -5.33370 -1.75841 -2.41067
C -2.98977 -0.76793 -1.61584
Cl -3.09523 0.44541 -2.81114
C -1.83884 -0.72032 -0.75337
O -1.00381 0.20557 -0.85603
C -1.62883 -1.80924 0.17187
O -0.56179 -1.82762 0.83155
C -2.64997 -2.81015 0.29268
Cl -2.40541 -4.01493 1.49202
C 3.75383 -0.83106 0.75519
C 2.44853 -0.46704 1.41763
O 2.37820 -0.30114 2.62516
H 4.50789 -0.97992 1.51159
H 4.04864 0.02733 0.16392
H 3.60494 -1.64938 0.03125
C 0.62785 -4.46813 -0.89133
O 0.58582 -4.86412 -2.25418
C 0.15412 -3.79611 -3.07476
C -1.15680 -3.72154 -3.47782
C -1.55736 -2.61013 -4.27588
C -0.57622 -1.69075 -4.61764
C 0.74804 -1.79996 -4.20992
C 1.15962 -2.84019 -3.39265
N 2.43955 -3.05346 -2.85420
C 3.56893 -2.22283 -2.77348
C 3.63661 -0.78483 -2.54364
C 4.80722 -0.02604 -2.77886
C 4.77329 1.35315 -2.79929
C 3.59146 2.01586 -2.51105
C 2.47569 1.36780 -2.10227
C 2.53868 -0.06118 -2.06271
O 1.49488 -0.75554 -1.41415
H -0.37548 -4.49070 -0.45094
H 0.98145 -3.43220 -0.78074
H 1.30474 -5.13828 -0.39480
H -1.88128 -4.48834 -3.19752
H -2.59519 -2.40627 -4.54685
H -0.87967 -0.81547 -5.13386
H 1.40705 -0.97120 -4.45729
H 2.64346 -4.04989 -2.69948
H 4.46574 -2.78478 -2.85267
H 5.72766 -0.55982 -2.95665
H 5.63082 1.94775 -3.05453
H 3.60214 3.11410 -2.60124
H 1.57000 1.92866 -1.82132
O 0.00549 1.06240 1.80850
S -0.53985 0.67742 3.14493
C 0.44968 1.53119 4.40975
C 0.72997 2.94017 4.08993
C 1.46422 3.28718 2.94154
C 1.76699 4.62901 2.72120
C 1.37668 5.58475 3.60908
C 0.60448 5.25675 4.72368
C 0.26726 3.93442 4.96376
C -1.97092 1.80599 3.30521
C -2.97936 1.53270 2.21797
C -3.92300 0.51290 2.35165
C -4.93185 0.39258 1.42872
C -4.93536 1.19398 0.27773
C -3.98215 2.15877 0.15554
C -3.03319 2.36740 1.14464
H 1.35942 0.92868 4.47318
H -0.13750 1.37372 5.32679
H 1.83452 2.49354 2.33021
H 2.33958 4.84008 1.84830
H 1.62801 6.63765 3.46877
H 0.22103 6.03149 5.36032
H -0.34779 3.66124 5.80212
H -1.58360 2.82635 3.19898
H -2.36579 1.70969 4.31024
H -3.84819 -0.11782 3.23705
H -5.75983 -0.33027 1.54939
H -5.76391 1.15874 -0.40632
H -4.00857 2.81700 -0.67668
H -2.27543 3.12618 0.96373
*
```

Summary:
⟨S²⟩: 6.052
HOMO energy (alpha / beta) (eV): -6.17 / -8.05
Energy (hartree): -4239.1760
Max |F| (eV/Å): 2.5
Energy relative to the best compared isomer or geometry (same formula, charge and spin) (eV): 0.000
Gap between HOMO and LUMO (alpha / beta) (Ha): 0.2366 / 0.2351

Löwdin atomic charge list, values in e, 8 entries: Ir 1.48; Cl 0.67; C -0.68; C -0.74; Cl 0.72; C -0.63; Cl 0.77; C -0.37



Entry 2:
Here is a molecular structure, C36H30Cl4N9O5Rh from OMol25. Energies are from the ωB97M-V functional and the def2-TZVPD basis.

ORCA input file:
```
! RIJCOSX wB97M-V def2-TZVPD def2/J DEFGRID3
* xyz 0 1
Rh 0.16454 -0.41906 0.39544
Cl -2.41073 -4.37747 5.20827
C -1.82118 -3.01882 4.32101
C -1.98728 -1.73211 4.81340
Cl -2.78980 -1.46778 6.31879
C -1.50615 -0.64186 4.08255
Cl -1.68824 0.97976 4.64900
C -0.86118 -0.83888 2.87198
O -0.35813 0.17455 2.16290
C -0.70001 -2.13823 2.36116
O -0.05538 -2.27684 1.19853
C -1.17488 -3.21598 3.09612
Cl -0.93204 -4.80066 2.45112
C -3.52208 1.99661 -3.11111
O -2.54212 2.57954 -2.26930
C -2.49251 3.93359 -2.16881
C -3.28353 4.78911 -2.92332
C -3.12169 6.16556 -2.83320
C -2.16272 6.69510 -1.99027
C -1.38648 5.84575 -1.21649
C -1.54158 4.46802 -1.27897
N -0.69889 3.67191 -0.47136
C -0.83386 2.33264 -0.17128
N -1.99933 1.94481 0.37766
C -2.54510 0.66754 0.12225
C -1.75397 -0.45879 -0.03688
C -2.37532 -1.66069 -0.38884
C -3.74791 -1.72411 -0.54527
C -4.54447 -0.59867 -0.34501
C -3.93673 0.59881 -0.01717
O -4.59669 1.78581 0.17087
C -6.01107 1.74565 0.18199
N 0.13452 1.48436 -0.34825
C 1.18133 1.72354 -1.31297
C 1.27962 0.33271 -2.97186
C 2.24286 0.87065 -4.04912
C 3.02567 2.76911 -3.25725
C 2.98474 3.31577 -1.87422
C 2.14728 2.83003 -0.96359
O 2.05421 3.42102 0.27339
C 2.44253 2.60883 1.38930
H -3.37201 2.28559 -4.15472
H -4.52695 2.28296 -2.79161
H -3.40421 0.92175 -3.00189
H -4.01931 4.38110 -3.60061
H -3.74472 6.81516 -3.43299
H -2.02163 7.76484 -1.91962
H -0.64686 6.25028 -0.53560
H 0.20560 4.05849 -0.23951
H -2.67287 2.67442 0.55381
H -1.77927 -2.55760 -0.48850
H -4.21686 -2.66571 -0.80071
H -5.61741 -0.66866 -0.44974
H -6.34283 2.75645 0.40290
H -6.37884 1.06353 0.95167
H -6.40701 1.43877 -0.79024
H 0.71048 -0.56353 -3.20701
H 2.23413 0.35477 -5.00578
H 3.52596 3.46766 -3.92551
H 3.65347 4.11749 -1.58447
H 2.33717 3.23807 2.26877
H 3.48516 2.30339 1.27548
H 1.79727 1.73577 1.49288
N 2.35812 -2.31708 2.50036
C 3.14194 -1.45812 1.86662
N 4.38223 -1.27552 2.33347
C 5.17977 -0.58382 1.53276
N 6.43569 -0.34075 1.95529
N 4.85396 -0.12617 0.31196
C 3.57647 -0.28258 -0.00397
N 2.63968 -0.84756 0.75309
C 3.16943 0.22178 -1.33449
C 4.05867 0.60251 -2.24886
C 3.61481 1.30009 -3.48174
C 1.66598 2.29649 -3.83078
C 0.67216 1.74374 -2.78796
N 1.77637 0.35716 -1.57340
H 2.69305 -2.73695 3.34849
H 1.43718 -2.51285 2.10509
H 6.70403 -0.62128 2.87992
H 7.03964 0.22662 1.39143
H 5.11104 0.46949 -2.04015
H 4.40032 1.31392 -4.23397
H 1.23985 2.90502 -4.62386
H -0.37937 1.96860 -2.91201
*
```

Summary:
HOMO energy (eV): -7.01
Energy (hartree): -4210.1747
Max |F| (eV/Å): 0.3
Energy relative to the best compared isomer or geometry (same formula, charge and spin) (eV): 1.557
Gap between HOMO and LUMO (Ha): 0.2629

Löwdin atomic charge list, values in e, 8 entries: Rh 1.20; Cl 0.65; C -0.71; C -0.71; Cl 0.65; C -0.61; Cl 0.70; C -0.37



Entry 3:
Here is a molecular structure, C36H30Cl5N4O10P3RuS2 from OMol25. Energies are from the ωB97M-V functional and the def2-TZVPD basis.

ORCA input file:
```
! RIJCOSX wB97M-V def2-TZVPD def2/J DEFGRID3
* xyz -1 2
Ru 0.57653 -0.31647 -0.61532
O -0.04360 2.81020 2.52090
C -0.58098 1.98061 1.79595
O -0.02430 1.32856 0.87621
C -2.07314 1.70575 2.00660
C -2.76394 2.60233 2.81139
C -4.10108 2.41786 3.09214
C -4.75202 1.30453 2.58472
C -4.07724 0.40976 1.77716
C -2.73496 0.60974 1.46001
P -1.90593 -0.61922 0.36484
C -2.09378 -2.09604 1.43070
C -1.09387 -2.21121 2.39871
C -1.04299 -3.30783 3.23781
C -1.98184 -4.32035 3.10592
C -3.00391 -4.19264 2.18085
C -3.07442 -3.08064 1.35797
C -3.12880 -0.76763 -0.97884
C -3.48057 -1.97310 -1.58539
C -4.30652 -1.98661 -2.69462
C -4.76990 -0.79981 -3.23731
C -4.38129 0.40816 -2.67853
C -3.56110 0.42365 -1.56634
H -2.21401 3.44215 3.20713
H -4.63547 3.12472 3.70930
H -5.79207 1.13124 2.81371
H -4.58530 -0.45643 1.37775
H -0.34172 -1.43390 2.46575
H -0.25910 -3.39400 3.97864
H -1.92087 -5.20255 3.72788
H -3.74676 -4.97335 2.08497
H -3.90339 -2.99171 0.67327
H -3.08600 -2.90806 -1.22354
H -4.56987 -2.92940 -3.15600
H -5.41988 -0.82099 -4.10061
H -4.70759 1.33924 -3.12076
H -3.24168 1.36756 -1.14439
N 5.27597 -3.03920 0.36079
C 3.89145 -3.22015 -0.07153
C 3.57296 -4.68892 -0.24692
P 2.82751 -2.53454 1.29715
O 2.21408 -3.80048 2.07732
O 3.87964 -1.97840 2.34252
O 1.73328 -1.56245 1.08737
P 3.56371 -2.38147 -1.71669
O 4.69685 -1.18648 -1.58904
O 3.92399 -3.28245 -2.82643
O 2.20749 -1.73722 -1.71132
H 4.77178 -2.26020 2.08003
H 5.70117 -2.32580 -0.22577
H 5.79124 -3.90010 0.20382
H 3.76364 -5.24518 0.67259
H 4.18845 -5.07533 -1.05906
H 2.52936 -4.80604 -0.52930
H 1.28829 -3.89830 1.84096
H 4.35930 -0.47912 -2.13618
Cl -0.48366 0.54509 -3.15776
C -0.75700 -1.17665 -3.18303
C -0.39306 -1.82256 -2.01254
C -0.53311 -3.19389 -1.95195
Cl -0.03739 -3.94938 -0.48997
C -1.07557 -3.92534 -3.00368
Cl -1.29820 -5.62374 -2.88688
C -1.48285 -3.24177 -4.14885
Cl -2.22871 -4.10020 -5.43559
C -1.31068 -1.85924 -4.25414
Cl -1.81756 -1.02195 -5.65812
N 1.44540 7.56484 2.89134
C 1.40989 6.78345 1.74876
C 2.37050 6.95179 0.74791
C 2.29957 6.21057 -0.41519
C 1.26765 5.30726 -0.59420
C 0.30207 5.13670 0.37966
C 0.36699 5.87462 1.54438
S 1.20238 4.33466 -2.09921
O -0.02945 4.61809 -2.77726
O 2.42645 4.56603 -2.83457
N 1.16986 2.75805 -1.60641
C 2.21306 2.32815 -0.99178
S 3.65236 3.35880 -0.64053
C 4.34575 2.01903 0.18841
C 3.52751 0.92749 0.12127
N 2.38286 1.09677 -0.54870
H 2.34821 7.95037 3.12318
H 0.94572 7.19102 3.68338
H 3.18181 7.65228 0.89860
H 3.04145 6.31053 -1.19259
H -0.48412 4.41606 0.22279
H -0.37008 5.72711 2.31974
H 5.30161 2.09479 0.66867
H 3.74352 -0.03109 0.55594
*
```

Summary:
⟨S²⟩: 0.810
HOMO energy (alpha / beta) (eV): -4.76 / -4.77
Energy (hartree): -6577.8597
Max |F| (eV/Å): 3.2
Energy relative to the best compared isomer or geometry (same formula, charge and spin) (eV): 2.195
Gap between HOMO and LUMO (alpha / beta) (Ha): 0.2053 / 0.2264

Löwdin atomic charge list, values in e, 8 entries: Ru 1.16; O 0.03; C -0.65; O -0.16; C -0.11; C -0.02; C -0.07; C -0.08